{
  "formula": "C13H11I2IrN2O4",
  "method": "wB97M-V/def2-TZVPD",
  "orbital_gap_ev": [6.4, 5.0],
  "e_above_lowest_ev": 0.788,
  "lumo_ev": [-4.4, -6.6],
  "multiplicity": 6,
  "charge": 1,
  "e_tot_ev": -43859.131,
  "s2": 8.79,
  "elements": ["Ir", "I", "C", "C", "C", "I", "C", "C", "C", "C", "N", "C", "C", "O", "H", "H", "H", "H", "N", "C", "C", "O", "O", "H", "H", "H", "H", "C", "C", "O", "H", "H", "H"],
  "positions_angstrom": [[0.1244, -0.4414, 0.0018], [-0.0197, 4.7830, -0.1621], [1.6911, 3.5895, -0.1103], [2.9687, 4.0988, -0.0143], [4.0690, 3.2514, -0.0125], [5.9821, 4.1153, 0.0488], [3.9139, 1.8362, -0.0361], [4.9630, 0.8999, -0.0307], [4.6710, -0.4474, 0.0172], [3.3422, -0.8564, 0.1070], [2.3350, 0.0058, 0.0733], [2.5967, 1.3199, -0.0379], [1.4514, 2.1855, -0.1789], [0.2920, 1.7210, -0.3650], [3.1218, 5.1671, 0.0460], [5.9875, 1.2352, -0.0487], [5.4601, -1.1840, 0.0092], [3.0855, -1.9017, 0.2008], [-2.2048, 0.3743, 0.2247], [-2.6940, 0.2695, 1.5668], [-1.4874, 0.0526, 2.6477], [-1.8324, 0.1180, 3.7940], [-0.3701, -0.1736, 2.1421], [-2.1540, 1.3366, -0.0986], [-2.7256, -0.1899, -0.4369], [-3.3233, -0.6096, 1.7049], [-3.2207, 1.1550, 1.9228], [-1.5106, -3.2332, -0.1698], [-0.2453, -2.4754, -0.4384], [0.8660, -2.9492, -0.4605], [-1.2947, -4.3029, -0.1329], [-2.2489, -3.0293, -0.9432], [-1.9210, -2.9119, 0.7891]],
  "forces_ev_per_angstrom": [[-0.647, -0.321, 1.236], [0.583, -0.080, 0.023], [-0.793, 0.557, -0.056], [0.029, 0.093, -0.009], [0.766, 0.629, -0.016], [-0.675, -0.252, -0.017], [-0.495, -0.622, 0.059], [-0.246, -0.266, 0.068], [0.085, 0.388, 0.019], [-0.118, -0.033, 0.030], [0.101, 0.217, -0.030], [0.847, -0.313, 0.090], [-0.446, 0.168, -0.080], [0.375, -0.066, 0.064], [-0.041, 0.007, -0.026], [0.100, 0.053, -0.032], [-0.003, -0.037, 0.035], [-0.064, -0.031, 0.005], [0.476, -0.059, -0.948], [1.080, -0.282, 1.958], [-4.302, 0.764, -1.029], [0.501, -0.118, 0.789], [3.598, -0.642, -1.796], [-0.079, -0.213, -0.082], [-0.102, 0.284, -0.022], [-0.108, 0.126, -0.134], [-0.111, -0.106, -0.177], [0.085, -0.346, -0.293], [0.014, -0.045, 0.531], [-0.427, 0.306, -0.089], [-0.044, 0.063, -0.021], [-0.023, 0.066, -0.038], [0.084, 0.110, -0.009]],
  "mulliken_charge": [1.704, 0.186, -0.650, -0.318, -0.213, 0.224, 0.802, -0.553, -0.863, -0.048, -0.623, 0.383, 0.951, -0.953, 0.397, 0.264, 0.417, 0.497, -0.497, -0.493, 0.569, -0.611, -0.777, 0.261, 0.269, 0.278, 0.346, -1.034, 0.512, -0.341, 0.352, 0.313, 0.250]
}

{
  "formula": "C13H11O3P",
  "method": "wB97M-V/def2-TZVPD",
  "orbital_gap_ev": 9.3,
  "lumo_ev": 0.3,
  "multiplicity": 1,
  "charge": 0,
  "e_tot_ev": -29092.452,
  "smiles": "O=P(O)(O)C1c2ccccc2-c2ccccc21",
  "elements": ["O", "P", "O", "O", "C", "C", "C", "C", "C", "C", "C", "C", "C", "C", "C", "C", "C", "H", "H", "H", "H", "H", "H", "H", "H", "H", "H", "H"],
  "positions_angstrom": [[2.3349, -2.5417, 0.5949], [1.1773, -1.8006, 1.0818], [0.9333, -2.0974, 2.6012], [-0.0006, -2.4589, 0.3110], [1.2112, -0.1017, 0.6690], [1.0130, -0.1011, -0.8226], [1.7222, -0.7208, -1.9181], [1.2717, -0.5329, -3.2163], [-0.0253, -0.0348, -3.3759], [-0.7827, 0.4397, -2.3216], [-0.2444, 0.5213, -1.0794], [-0.8688, 0.9810, 0.1297], [-2.0018, 1.6729, 0.3419], [-2.2444, 2.1614, 1.6150], [-1.4747, 1.7884, 2.7379], [-0.3101, 0.9728, 2.5606], [-0.0488, 0.6652, 1.1711], [0.8909, -3.0479, 2.5760], [0.1166, -1.9359, -0.4888], [2.2050, 0.3435, 0.9085], [2.6938, -1.2611, -1.8628], [1.9115, -0.9720, -3.9409], [-0.3891, -0.0531, -4.3437], [-1.7968, 0.7656, -2.4561], [-2.6652, 1.9448, -0.4402], [-3.1878, 2.6363, 1.7950], [-1.6822, 2.1798, 3.7406], [0.2414, 0.5872, 3.4320]],
  "forces_ev_per_angstrom": [[1.993, 0.210, -0.063], [2.521, -2.049, 0.007], [-0.810, 1.236, 0.692], [-2.469, 0.457, 0.066], [-0.183, 1.655, 0.369], [-0.314, -0.178, -1.979], [0.787, 1.084, 1.360], [-1.172, -0.224, 2.017], [1.206, -0.146, 0.433], [-0.241, 0.274, -1.235], [1.499, -1.446, -0.081], [1.327, -0.396, -0.136], [-1.119, 1.457, 0.994], [-0.310, -1.091, 0.990], [1.621, -0.486, -0.400], [-1.734, 0.743, -1.975], [2.345, -0.797, 3.574], [0.029, -1.092, 0.740], [-0.885, -0.464, -1.382], [-0.786, -0.301, 0.290], [-0.921, 0.514, 0.813], [-0.089, 0.007, -1.111], [-1.066, 0.137, -1.751], [-0.294, 0.148, -0.351], [-0.498, 0.097, -0.662], [-0.181, 0.615, 0.058], [-0.242, -0.276, -0.483], [-0.015, 0.313, -0.795]],
  "mulliken_charge": [-0.716, 0.850, -0.484, -0.546, 0.850, -1.642, 0.109, -0.760, -0.635, -0.718, 1.197, 0.346, -0.464, -0.785, -0.523, -0.543, -0.063, 0.318, 0.394, 0.575, 0.402, 0.414, 0.461, 0.399, 0.435, 0.359, 0.362, 0.410]
}

{
  "formula": "C13H12AuCl5N4O2",
  "method": "wB97M-V/def2-TZVPD",
  "orbital_gap_ev": 8.3,
  "lumo_ev": 0.3,
  "multiplicity": 1,
  "charge": 0,
  "e_tot_ev": -90037.469,
  "elements": ["Au", "Cl", "C", "C", "C", "Cl", "C", "Cl", "C", "Cl", "C", "Cl", "C", "C", "N", "O", "H", "H", "H", "H", "H", "C", "N", "C", "C", "C", "N", "C", "O", "N", "H", "H", "H", "H", "H", "H", "H"],
  "positions_angstrom": [[-0.0630, 0.6775, -0.0140], [2.4896, 2.1290, 1.4884], [0.9975, 2.9844, 1.5741], [-0.0637, 2.5433, 0.7848], [-1.2213, 3.3120, 0.8763], [-2.5763, 2.8628, -0.0865], [-1.3525, 4.4199, 1.7067], [-2.8250, 5.3126, 1.7854], [-0.2810, 4.7871, 2.5142], [-0.4523, 6.0790, 3.6330], [0.9111, 4.0734, 2.4337], [2.2345, 4.5361, 3.4303], [2.7070, -0.3423, -2.1090], [1.7040, 0.1731, -3.0981], [2.1543, 0.3687, -4.3519], [0.5403, 0.4008, -2.8116], [3.6062, -0.7182, -2.5886], [2.2530, -1.1191, -1.4985], [2.9653, 0.4767, -1.4385], [3.1211, 0.2522, -4.6033], [1.5388, 0.8041, -5.0221], [-0.8860, -3.5336, 2.8341], [-0.9751, -3.1091, 1.4577], [-1.7045, -3.7729, 0.5469], [-1.8395, -3.3119, -0.7221], [-1.2211, -2.0666, -1.0395], [-0.4849, -1.4367, -0.1343], [-0.3151, -1.9135, 1.1268], [0.3565, -1.3491, 1.9596], [-1.3703, -1.5036, -2.2339], [-1.4390, -4.4595, 2.9686], [-1.2988, -2.7579, 3.4799], [0.1592, -3.6753, 3.1107], [-2.1817, -4.6828, 0.8789], [-2.4065, -3.8480, -1.4611], [-1.9207, -1.9472, -2.9472], [-0.8601, -0.6454, -2.4298]],
  "forces_ev_per_angstrom": [[-0.284, 0.216, 0.213], [0.426, -0.249, 0.004], [-0.171, 0.107, -0.134], [0.094, 0.144, 0.215], [0.107, 0.038, -0.094], [-0.413, -0.157, -0.286], [0.109, 0.001, 0.107], [-0.005, -0.009, -0.023], [-0.067, -0.083, -0.030], [0.051, 0.153, 0.042], [-0.127, 0.104, 0.052], [0.134, 0.004, 0.031], [-0.029, 0.050, 0.145], [0.133, -0.180, -0.045], [0.200, 0.180, -0.538], [-0.183, 0.117, -0.134], [0.082, -0.029, 0.005], [-0.046, -0.026, -0.002], [0.033, 0.048, 0.071], [-0.089, 0.011, 0.114], [0.029, -0.056, 0.113], [0.193, 0.012, 0.504], [-0.017, 0.084, -0.163], [-0.133, 0.156, -0.636], [-0.006, -0.183, 0.224], [-0.080, -0.230, 0.058], [0.075, 0.642, -0.569], [0.107, -0.376, 0.480], [0.096, -0.208, 0.340], [-0.098, -0.040, 0.025], [-0.008, -0.014, -0.055], [0.029, -0.076, 0.017], [-0.094, -0.021, 0.012], [0.007, -0.066, 0.030], [-0.117, -0.093, -0.035], [0.035, 0.025, 0.080], [0.027, 0.006, -0.136]],
  "mulliken_charge": [-0.005, -0.211, 1.020, -1.256, 1.192, -0.207, -0.539, -0.186, 0.731, -0.190, -0.504, -0.191, -0.836, 0.682, -0.414, -0.720, 0.385, 0.155, 0.229, 0.179, 0.248, -0.913, 0.097, 0.079, -1.108, 0.972, -0.301, 0.337, -0.572, -0.255, 0.297, 0.314, 0.301, 0.328, 0.364, 0.211, 0.284]
}

{
  "formula": "C13H12CrO5P",
  "method": "wB97M-V/def2-TZVPD",
  "orbital_gap_ev": [6.4, 6.3],
  "lumo_ev": [-3.7, -6.4],
  "multiplicity": 5,
  "charge": 1,
  "e_tot_ev": -61611.938,
  "s2": 6.04,
  "elements": ["O", "C", "Cr", "O", "C", "C", "O", "C", "O", "C", "O", "H", "C", "P", "C", "C", "C", "C", "C", "C", "C", "H", "H", "H", "H", "H", "H", "H", "H", "H", "H", "H"],
  "positions_angstrom": [[0.9228, 0.0244, -5.2581], [0.6346, 0.0319, -4.1425], [0.3308, 0.1825, -0.0701], [2.8176, 0.0179, -1.8284], [1.9440, 0.1391, -1.0666], [-1.5254, 0.0888, 0.3888], [-2.5813, -0.0919, 0.8582], [0.0584, -1.6982, -0.1711], [-0.2580, -2.8166, -0.2402], [0.1830, 2.0875, -0.0044], [-0.1692, 3.1849, -0.2222], [-0.7250, 0.0834, -1.3046], [2.3979, 1.0706, 2.6909], [1.1451, -0.0312, 1.9940], [1.7382, -1.6798, 2.3435], [-0.2283, 0.2680, 3.2359], [-0.6549, -0.6903, 4.1687], [-1.6902, -0.3812, 5.0627], [-2.2765, 0.8922, 5.0321], [-1.8226, 1.8796, 4.1388], [-0.8035, 1.5473, 3.2327], [3.3612, 1.0472, 2.1804], [2.5306, 0.6349, 3.6898], [2.1058, 2.1135, 2.8248], [2.0173, -1.7291, 3.3958], [1.0382, -2.4708, 2.0791], [2.6175, -1.7975, 1.7076], [-0.2011, -1.6809, 4.1981], [-2.0386, -1.1187, 5.7968], [-3.0787, 1.1587, 5.7271], [-2.2382, 2.9016, 4.1297], [-0.4544, 2.2935, 2.5046]],
  "forces_ev_per_angstrom": [[-0.910, 0.025, 3.412], [0.895, -0.029, -3.497], [-1.338, -0.434, -1.372], [-3.303, 0.346, 2.978], [6.240, -0.281, -4.945], [-6.208, -0.306, 3.155], [3.853, 0.536, -2.194], [-1.329, -7.871, -0.684], [0.952, 4.081, 0.188], [-0.872, 8.404, -0.112], [0.811, -4.060, 0.369], [0.100, -0.042, -0.408], [0.641, -0.192, 0.503], [-0.796, 0.451, 3.379], [0.546, -0.154, 0.044], [0.285, -0.039, -0.155], [-0.174, 0.164, -0.136], [-0.019, 0.378, -0.138], [0.152, 0.372, -0.046], [0.340, -0.374, -0.251], [-0.266, 0.099, 0.149], [-0.087, -0.108, -0.147], [0.198, 0.301, -0.040], [-0.297, -0.207, -0.226], [0.104, -0.254, -0.053], [-0.071, 0.132, 0.191], [0.188, -0.237, 0.180], [-0.127, 0.233, 0.003], [0.211, 0.313, -0.428], [0.312, -0.259, -0.223], [0.157, -0.757, 0.080], [-0.188, -0.232, 0.427]],
  "mulliken_charge": [-0.188, 0.147, -0.777, -0.231, 0.415, 0.440, -0.272, 0.509, -0.274, 0.346, -0.276, 0.262, -1.261, 1.657, -1.688, 0.470, -0.347, -0.702, -0.436, -0.833, -0.268, 0.436, 0.451, 0.389, 0.498, 0.449, 0.438, 0.300, 0.390, 0.384, 0.388, 0.182]
}